183
Properties=species:S:1:pos:R:3:forces:R:3:mulliken_charge:R:1 method="wB97M-V/def2-TZVPD" homo_ev=-9.40 homo_lumo_gap_ev=9.8 fmax_ev_per_a=3.94
C 10.063 10.357 14.000 0.20 1.85 -1.57 0.22
C 8.604 9.950 14.237 1.36 -1.47 1.09 -0.73
O 8.424 9.396 15.565 -0.75 0.16 -0.29 -0.55
O 10.300 11.746 14.401 -0.10 -1.15 0.17 0.05
H 10.157 10.374 12.863 0.17 -0.07 1.35 -0.05
H 10.921 9.777 14.406 -1.13 -0.34 -0.10 0.26
H 8.363 9.130 13.569 -0.10 0.11 -0.55 0.52
H 7.948 10.792 14.097 -0.13 0.47 -0.26 0.30
H 7.525 9.006 15.547 0.83 0.34 0.40 0.29
H 10.528 11.771 15.367 -0.26 0.36 -0.71 -0.09
C 8.846 15.194 13.035 0.62 -0.21 -0.26 -0.53
C 10.064 14.845 13.902 0.06 -0.36 0.58 1.10
O 11.111 14.255 13.147 -0.19 -1.56 0.11 0.56
O 7.971 16.105 13.687 0.19 0.41 -0.22 -0.60
H 8.304 14.270 12.794 0.17 0.07 -0.19 0.33
H 9.261 15.626 12.079 -0.75 -0.12 0.92 0.07
H 9.797 14.127 14.688 -0.26 0.26 0.01 -0.81
H 10.457 15.733 14.419 -0.23 0.04 -0.35 -0.02
H 11.058 13.262 13.320 0.01 1.59 -0.23 -0.18
H 7.295 15.659 14.206 0.26 -0.20 -0.19 0.34
C 18.855 8.957 10.925 0.39 0.18 -0.34 -0.70
C 17.711 9.889 11.304 -0.02 -1.59 0.29 0.72
O 16.521 9.553 10.632 -0.72 -0.06 -0.65 -0.37
O 19.223 9.200 9.562 -0.52 0.35 -0.03 -0.52
H 18.599 7.907 11.120 -0.23 0.19 -0.23 0.38
H 19.698 9.195 11.563 0.36 0.09 0.28 0.32
H 17.971 10.936 11.178 0.14 0.20 0.01 -0.17
H 17.484 9.640 12.360 0.24 0.57 -0.29 -0.17
H 16.651 9.408 9.678 0.36 0.26 0.53 0.31
H 19.640 8.466 9.103 -0.07 -0.17 0.48 0.30
C 9.900 13.059 17.759 1.21 0.96 0.28 0.05
C 8.457 12.706 17.502 -0.71 0.26 0.59 -0.67
O 8.196 11.362 17.828 0.57 -0.92 -1.44 -0.60
O 10.880 12.482 16.870 -0.87 -0.18 -0.51 -0.26
H 10.223 12.780 18.794 -0.68 0.31 -0.72 0.06
H 9.997 14.165 17.623 0.03 -0.66 0.28 0.08
H 8.041 13.059 16.514 0.74 -0.64 0.55 0.11
H 7.853 13.244 18.250 0.33 0.28 -0.18 0.45
H 8.644 10.811 17.136 -0.74 0.24 0.71 0.32
H 11.429 11.818 17.302 0.10 0.44 0.58 0.06
C 12.151 16.908 9.572 -1.11 -1.89 0.78 -0.93
C 12.704 16.599 10.942 0.61 -0.88 0.86 -0.09
C 13.050 15.109 10.881 -0.16 -0.13 -2.13 1.61
O 13.580 14.992 9.506 -0.30 -0.20 1.21 -0.13
C 12.857 15.903 8.681 -0.45 -1.55 -0.56 -0.42
H 12.283 17.874 9.189 -0.13 1.52 -0.13 0.43
H 11.088 16.586 9.637 0.39 0.74 -0.42 0.25
H 12.141 16.839 11.839 -0.57 0.16 -0.21 0.24
H 13.671 17.035 11.099 0.62 0.70 -0.05 0.04
H 12.271 14.340 10.962 -0.33 0.60 0.30 -0.48
H 13.835 14.850 11.556 0.59 -0.16 0.39 -0.98
H 12.061 15.367 8.069 1.06 0.36 0.41 0.07
H 13.646 16.254 8.035 -0.16 0.75 -0.58 0.45
C 11.763 12.141 8.383 -0.89 1.68 -2.17 0.19
C 10.245 12.397 8.404 -0.28 0.81 0.48 -0.90
C 9.911 12.123 9.882 0.76 -0.25 -1.27 -0.19
O 11.031 11.372 10.359 0.07 -0.15 1.53 -0.15
C 11.967 11.058 9.332 -0.56 -0.81 0.54 0.10
H 12.221 13.046 8.818 0.22 -0.29 -0.60 -0.32
H 12.060 11.949 7.334 0.39 0.19 0.67 0.45
H 9.641 11.771 7.762 0.18 -0.35 -0.37 0.36
H 10.007 13.449 8.153 0.14 -0.53 -0.03 0.27
H 9.024 11.496 9.977 -0.19 0.30 0.26 0.40
H 9.830 13.097 10.365 -0.07 -0.30 0.69 -0.04
H 11.733 10.054 8.946 0.21 0.12 -0.10 0.22
H 12.983 11.097 9.710 0.07 -0.28 0.42 -0.43
C 19.995 12.216 13.757 -1.25 0.44 0.35 0.19
C 19.759 13.701 13.811 0.49 0.58 0.71 0.97
C 21.214 14.217 13.560 -1.54 -1.64 1.65 -0.73
O 21.772 13.274 12.698 0.82 -0.50 -0.25 -0.49
C 21.017 12.065 12.700 1.30 -0.53 -0.18 -0.38
H 19.064 11.727 13.511 -0.19 -0.56 0.14 -0.44
H 20.292 12.023 14.773 0.49 -1.04 0.24 0.43
H 19.259 13.918 14.768 0.50 0.46 -0.26 -0.14
H 19.101 14.043 13.033 -0.23 0.24 -0.58 -0.50
H 21.804 14.420 14.457 0.05 -0.53 0.26 0.29
H 21.172 15.087 13.051 -0.09 3.13 -1.67 0.35
H 21.727 11.233 12.898 -0.50 0.30 -0.40 0.27
H 20.549 11.982 11.716 0.06 -0.34 -0.04 0.25
C 15.635 12.137 12.969 -1.58 -2.56 -1.20 0.48
C 14.464 13.002 13.409 -0.80 0.80 0.60 2.33
C 14.063 12.363 14.769 -0.75 0.12 -0.81 0.18
O 15.277 11.785 15.228 -0.80 0.08 1.16 -0.25
C 15.842 11.122 14.128 0.52 0.14 0.10 0.12
H 16.486 12.671 12.687 1.49 0.91 -0.14 -0.20
H 15.313 11.562 12.057 0.47 0.46 0.65 -0.20
H 13.620 12.998 12.665 0.84 0.10 0.86 -0.44
H 14.776 14.055 13.626 -0.23 -0.70 -0.41 -1.01
H 13.284 11.594 14.586 0.40 -0.07 0.07 -0.35
H 13.584 13.064 15.480 0.81 -0.30 -0.09 -0.38
H 15.357 10.138 13.959 -0.18 0.48 -0.17 -1.00
H 16.871 10.861 14.440 -0.21 0.44 -0.48 0.40
C 17.364 15.117 8.564 1.00 -1.64 0.10 -0.64
C 17.235 14.029 9.698 -0.75 0.84 -0.81 0.60
C 16.854 12.736 8.940 -0.16 -1.04 0.17 0.32
O 16.930 13.022 7.578 0.40 1.35 -1.63 -0.57
C 16.678 14.436 7.393 -0.08 -0.48 1.08 -0.24
H 18.400 15.297 8.265 0.15 -0.29 0.29 0.37
H 17.008 16.076 8.849 -0.84 0.71 0.23 0.37
H 16.392 14.352 10.323 0.38 -0.28 0.22 -0.47
H 18.162 14.001 10.234 0.34 -0.32 0.58 0.03
H 15.812 12.415 9.124 0.21 0.29 0.53 -0.13
H 17.474 11.807 9.052 -0.19 1.04 0.44 -0.02
H 15.608 14.609 7.475 -0.31 0.07 -0.43 -0.05
H 17.127 14.787 6.482 -0.25 -0.26 -0.68 0.42
C 13.171 16.483 15.625 -0.16 -0.50 1.06 2.03
C 13.853 17.795 16.010 -0.31 -0.29 0.54 -0.54
C 14.087 17.699 17.534 -0.37 -1.13 0.43 -0.66
O 13.524 16.452 18.031 -0.24 -0.37 -1.96 -0.39
C 12.618 16.026 16.974 0.03 0.13 0.87 -0.39
H 13.854 15.759 15.177 0.15 -0.02 0.20 -1.27
H 12.325 16.551 14.966 -0.19 0.40 -0.56 -0.04
H 13.244 18.663 15.745 0.22 -0.06 0.04 0.44
H 14.803 17.831 15.543 0.87 0.51 -0.76 -0.07
H 13.523 18.422 18.075 -0.05 1.23 0.29 0.36
H 15.132 17.678 17.844 -0.03 0.31 -0.14 0.35
H 11.651 16.505 17.148 -0.15 0.27 -0.05 0.51
H 12.422 14.969 17.073 0.27 -0.54 0.01 -0.43
C 15.647 7.526 15.788 0.61 1.20 -2.42 0.70
C 14.944 8.452 16.788 1.27 0.11 -0.74 0.40
C 15.280 7.812 18.135 1.34 0.09 0.90 -0.22
O 15.976 6.547 17.899 -0.07 1.14 -0.76 -0.51
C 15.813 6.258 16.504 -1.28 -1.13 1.09 -0.84
H 16.659 7.896 15.480 -0.69 0.09 0.54 0.09
H 15.114 7.435 14.788 0.33 -0.07 1.33 -0.52
H 13.900 8.501 16.581 -0.92 -0.16 0.05 0.33
H 15.334 9.457 16.589 -0.09 -0.05 0.64 -0.62
H 14.416 7.564 18.723 -0.67 0.07 0.19 0.23
H 15.944 8.446 18.795 -0.55 -0.59 -0.81 0.18
H 14.927 5.644 16.380 -0.61 -0.19 0.08 0.33
H 16.587 5.632 16.155 1.36 -0.48 -0.18 0.45
C 18.437 17.282 13.539 1.20 0.20 -1.44 0.00
C 17.401 16.663 12.581 0.41 -1.02 -0.21 1.08
C 16.309 17.687 12.480 -1.33 -0.06 1.54 0.54
O 16.661 18.726 13.402 0.25 0.38 -0.65 -0.55
C 18.123 18.768 13.440 -2.81 -1.59 2.27 -0.69
H 19.408 17.153 13.062 0.38 -0.37 0.43 0.13
H 18.459 16.873 14.548 -0.26 0.12 -0.07 0.02
H 17.041 15.688 12.940 0.01 0.28 0.02 -0.81
H 17.759 16.477 11.562 0.55 -0.04 0.30 -0.15
H 15.394 17.213 12.910 0.16 0.72 -0.72 -0.47
H 16.154 18.055 11.456 -0.07 0.06 0.29 0.22
H 18.321 19.337 14.344 0.51 0.20 -0.26 0.36
H 18.459 19.178 12.543 0.95 0.97 -1.42 0.34
C 12.926 8.129 11.114 -0.13 1.17 -0.64 0.55
C 13.756 7.784 12.302 -0.13 -0.71 2.83 0.77
C 14.687 6.673 11.848 -0.24 2.00 -1.35 -0.53
O 13.926 6.028 10.847 0.17 -0.55 0.03 -0.52
C 13.343 7.104 10.105 1.03 -0.86 -0.17 -0.68
H 13.168 9.157 10.809 -0.36 -0.37 -0.13 -0.70
H 11.853 8.027 11.257 -0.02 0.28 0.35 0.33
H 13.140 7.439 13.161 0.18 0.15 -0.47 0.34
H 14.352 8.598 12.680 0.08 0.54 0.06 -0.90
H 15.105 6.052 12.598 -0.11 -1.06 0.63 0.48
H 15.516 7.247 11.406 0.27 -0.51 -0.32 0.10
H 12.528 6.720 9.561 -1.06 -0.66 -0.64 0.41
H 14.075 7.415 9.369 0.34 0.57 -0.11 0.29
C 13.075 11.853 20.906 -0.55 0.65 0.78 -0.66
C 14.114 10.931 20.289 -1.08 -0.06 -0.98 -0.67
C 13.591 10.889 18.825 -1.01 -1.80 0.54 0.43
O 13.020 12.139 18.578 -1.15 0.88 0.21 0.04
C 12.936 12.911 19.823 1.02 -0.25 -0.95 0.22
H 13.345 12.358 21.862 0.00 -0.62 -0.52 0.42
H 12.092 11.352 21.039 0.57 0.15 0.01 0.28
H 14.254 9.954 20.724 -0.14 -0.22 0.22 0.48
H 15.045 11.452 20.275 0.92 0.29 0.06 0.16
H 12.818 10.029 18.610 1.09 1.35 0.73 0.10
H 14.350 10.754 18.095 0.96 -0.23 -0.53 -0.42
H 11.994 13.480 19.867 0.52 -0.13 -0.20 0.38
H 13.846 13.562 19.732 -1.20 -0.18 0.71 -0.59
C 16.826 14.974 16.809 -1.43 1.24 -1.30 0.67
C 15.756 14.139 17.504 -0.35 -0.54 0.99 2.27
C 15.982 14.490 19.000 0.68 0.44 -0.30 -0.55
O 17.115 15.383 19.052 0.17 0.24 0.02 -0.53
C 17.873 15.305 17.842 -0.34 0.57 0.08 -0.60
H 16.312 15.927 16.481 0.64 -0.73 0.37 -0.53
H 17.166 14.523 15.883 0.35 -0.24 -0.05 -0.23
H 15.908 13.050 17.407 0.00 0.47 -0.31 -0.12
H 14.722 14.362 17.185 0.63 -0.02 0.06 -1.48
H 16.229 13.586 19.542 0.19 -0.39 0.29 0.16
H 15.179 14.980 19.551 -0.05 0.17 -0.46 0.27
H 18.640 14.537 17.916 0.20 -0.24 0.05 0.30
H 18.376 16.289 17.628 -0.51 -0.89 0.46 0.37